Entry from the Open Molecules 2025 dataset: a molecular structure, C17H16BrClEu at a distorted geometry (ωB97M-V/def2-TZVPD).

Values from the calculation:
net charge = -1
multiplicity = 7
<S²> = 12.019
total energy = -119779.566 eV

Each line ends with the Löwdin spin population.
Positions of all 36 atoms, in Å:
C1 2.11 1.23 -0.16  -0.004
C2 0.98 1.98 -0.68  -0.004
C3 0.11 2.30 0.44  -0.012
H1 0.80 2.22 -1.69  0.001
C4 0.68 1.72 1.64  -0.004
C5 1.91 1.03 1.27  -0.004
H2 2.52 0.46 1.90  0.001
H3 2.90 0.83 -0.74  0.000
H4 -0.81 2.81 0.38  0.000
H5 0.24 1.72 2.60  0.001
Eu1 0.10 -0.03 0.18  6.079
Br1 1.11 -1.78 -1.06  -0.025
C6 2.45 -5.20 -0.08  -0.001
C7 3.32 -4.79 0.97  0.000
C8 4.44 -4.12 0.39  0.000
H6 3.16 -4.95 2.02  0.000
C9 4.26 -4.12 -1.03  0.000
C10 3.03 -4.78 -1.32  -0.001
H7 2.61 -4.94 -2.29  0.000
H8 1.52 -5.72 0.04  0.000
H9 5.27 -3.70 0.92  0.000
H10 4.93 -3.70 -1.75  0.000
Cl1 -3.89 1.58 2.62  -0.001
C11 -3.68 2.20 1.00  -0.003
C12 -4.26 3.42 0.69  0.000
C13 -4.12 3.97 -0.59  -0.004
C14 -3.40 3.28 -1.57  0.000
C15 -2.82 2.06 -1.28  -0.003
C16 -2.94 1.47 0.01  -0.001
C17 -2.33 0.17 0.28  -0.016
H11 -4.82 3.97 1.45  0.000
H12 -4.58 4.93 -0.82  0.000
H13 -3.30 3.72 -2.56  0.000
H14 -2.26 1.53 -2.05  0.000
H15 -2.72 -0.59 -0.42  0.001
H16 -2.51 -0.17 1.31  -0.001

=====

Entry from the Open Molecules 2025 dataset: 2 unconnected molecules or ions with the total composition C3H8N2O at a distorted geometry (ωB97M-V/def2-TZVPD).

Values from the calculation:
net charge = 0
SMILES = [H]/N=C/N.CC=O
ΔE to the lowest compared entry with this formula, charge and spin = 53.98 kcal per mole
total energy = -8266.985 eV

Each line ends with the Mulliken charge.
Positions of all 14 atoms, in Å:
H1 0.93 1.60 -0.41  0.276
N1 1.29 1.57 -1.37  -0.689
C1 0.48 0.80 -1.99  0.180
N2 0.37 0.75 -3.36  -0.495
H2 -0.32 0.20 -1.57  0.217
H3 -0.20 0.01 -3.86  0.252
H4 1.23 0.87 -3.96  0.264
C2 -0.31 -0.20 2.27  -0.669
C3 -0.88 -1.65 2.45  0.171
O1 -2.09 -1.78 2.77  -0.481
H5 0.07 -0.26 1.30  0.077
H6 0.58 0.03 2.88  0.322
H7 -1.07 0.54 2.42  0.301
H8 -0.08 -2.48 2.44  0.274

=====

Entry from the Open Molecules 2025 dataset: a molecular structure, C25H49NO2SSi2Tl at a distorted geometry (ωB97M-V/def2-TZVPD).

Values from the calculation:
net charge = +1
total energy = -63579.657 eV

Each line ends with the Mulliken charge.
Positions of all 81 atoms, in Å:
O1 -0.47 -1.89 -0.52  -0.026
O2 -2.06 -0.29 -3.25  -0.025
C1 0.69 -2.72 -0.59  -0.189
C2 1.10 -3.52 0.65  -1.509
H1 1.51 -2.04 -0.87  0.232
H2 0.50 -3.41 -1.42  0.360
H3 1.28 -2.90 1.53  0.304
H4 2.04 -4.03 0.41  0.394
H5 0.36 -4.30 0.88  0.420
C3 -1.38 -2.07 0.60  0.325
C4 -2.54 -2.93 0.16  -1.239
H6 -1.72 -1.08 0.92  -0.070
H7 -0.86 -2.53 1.46  0.201
H8 -3.08 -2.43 -0.66  0.102
H9 -3.22 -3.09 1.00  0.441
H10 -2.18 -3.91 -0.20  0.283
C5 -3.18 0.62 -3.44  -0.456
C6 -1.97 -1.34 -4.22  -0.165
C7 -4.33 0.30 -2.52  -1.340
H11 -3.53 0.58 -4.49  0.461
H12 -2.80 1.63 -3.24  0.340
H13 -4.78 -0.67 -2.76  0.313
H14 -5.10 1.07 -2.65  0.411
H15 -4.00 0.32 -1.47  0.196
C8 -3.22 -2.20 -4.32  -1.399
H16 -1.11 -1.94 -3.91  0.206
H17 -1.75 -0.91 -5.21  0.323
H18 -3.53 -2.56 -3.34  0.219
H19 -3.01 -3.06 -4.96  0.436
H20 -4.05 -1.65 -4.79  0.368
H21 -0.37 -0.17 -1.69  -0.370
Tl1 0.65 1.25 1.53  1.054
C9 0.04 0.88 -1.72  1.177
Si1 0.69 1.51 -3.38  0.348
H22 -0.78 1.54 -1.41  0.471
H23 0.87 0.98 -1.01  -1.087
C10 1.56 0.09 -4.26  -0.970
C11 1.90 2.93 -3.06  -1.014
C12 -0.52 2.26 -4.63  -1.023
C13 2.89 0.19 1.05  -0.676
Si2 4.08 1.10 2.16  0.195
H24 2.99 0.32 -0.04  0.591
H25 2.72 -0.88 1.26  0.206
C14 4.92 2.46 1.17  -1.034
C15 5.41 -0.02 2.88  -1.095
C16 3.21 1.90 3.64  -0.968
H26 -0.03 2.46 -5.59  0.407
H27 -0.91 3.22 -4.26  0.318
H28 -1.38 1.60 -4.84  0.150
H29 2.43 -0.24 -3.69  0.320
H30 1.90 0.40 -5.26  0.336
H31 0.88 -0.76 -4.38  0.262
H32 2.49 2.76 -2.14  0.178
H33 1.36 3.88 -2.94  0.311
H34 2.61 3.06 -3.89  0.327
H35 5.68 -0.81 2.17  0.380
H36 5.09 -0.50 3.82  0.322
H37 6.32 0.56 3.10  0.343
H38 2.88 1.16 4.39  0.249
H39 2.33 2.51 3.36  0.268
H40 3.92 2.59 4.13  0.400
H41 5.79 2.85 1.71  0.314
H42 4.24 3.30 0.98  0.289
H43 5.26 2.07 0.20  0.350
S1 -0.07 -0.89 5.89  -0.258
C17 1.33 -1.61 5.25  -0.686
C18 1.48 -1.35 3.87  -0.343
C19 0.46 -0.51 3.38  -0.121
C20 -0.49 -0.22 4.31  0.251
C21 -1.68 0.59 4.12  0.920
C22 -2.59 0.86 5.16  -1.025
C23 -3.75 1.59 4.89  -0.398
C24 -3.97 2.05 3.59  -0.777
C25 -3.00 1.78 2.61  -0.237
N1 -1.89 1.09 2.87  0.002
H44 2.00 -2.20 5.87  0.461
H45 2.32 -1.72 3.29  0.373
H46 -2.38 0.50 6.17  0.355
H47 -4.46 1.80 5.69  0.432
H48 -4.86 2.61 3.33  0.399
H49 -3.13 2.14 1.58  0.404

=====

Entry from the Open Molecules 2025 dataset: 2 unconnected molecules or ions with the total composition C12H20O at a distorted geometry (ωB97M-V/def2-TZVPD).

Values from the calculation:
net charge = 0
SMILES = CCc1ccc(O)cc1.CC(C)C
ΔE to the lowest compared entry with this formula, charge and spin = 30.57 kcal per mole
total energy = -14814.886 eV

Each line ends with the Mulliken charge.
Positions of all 33 atoms, in Å:
C1 2.79 -2.81 0.39  -1.188
C2 3.37 -2.52 -1.00  -0.304
C3 2.57 -1.57 -1.87  0.546
C4 3.16 -1.08 -3.03  -0.677
C5 2.38 -0.34 -3.92  -0.438
C6 1.06 -0.09 -3.70  0.496
O1 0.18 0.47 -4.59  -0.534
C7 0.50 -0.46 -2.48  -0.553
C8 1.24 -1.23 -1.60  -0.369
H1 3.09 -1.98 1.03  0.305
H2 3.13 -3.71 0.90  0.346
H3 1.70 -2.93 0.50  0.300
H4 4.37 -2.23 -0.69  0.298
H5 3.45 -3.43 -1.60  0.259
H6 4.20 -1.23 -3.29  0.387
H7 2.73 -0.09 -4.93  0.265
H8 0.58 1.00 -5.31  0.312
H9 -0.52 -0.22 -2.18  0.398
H10 0.67 -1.61 -0.76  0.150
C9 -1.85 1.33 3.57  -1.439
C10 -3.12 1.45 2.64  0.696
C11 -4.21 2.27 3.29  -1.264
C12 -2.60 2.11 1.35  -1.420
H11 -2.02 0.83 4.51  0.369
H12 -1.43 2.34 3.49  0.398
H13 -1.06 0.79 3.02  0.352
H14 -3.52 0.46 2.45  0.314
H15 -4.54 3.16 2.76  0.323
H16 -5.01 1.64 3.67  0.316
H17 -3.91 2.66 4.29  0.309
H18 -2.13 1.39 0.67  0.309
H19 -3.36 2.72 0.84  0.393
H20 -1.89 2.92 1.57  0.345

=====

Entry from the Open Molecules 2025 dataset: a molecular structure, C45H44As2FI2InN5O6S2 (ωB97M-V/def2-TZVPD).

Values from the calculation:
net charge = +1
ΔE to the lowest compared entry with this formula, charge and spin = 12.98 kcal per mole
total energy = -234554.401 eV

Each line ends with the Mulliken charge.
Positions of all 108 atoms, in Å:
In1 -0.62 -0.90 -0.13  2.195
I1 -3.42 -5.81 5.43  0.081
C1 -2.50 -4.37 4.24  -0.678
C2 -1.39 -3.69 4.70  -0.177
C3 -0.80 -2.72 3.90  -0.139
I2 0.95 -1.82 4.59  0.014
C4 -1.30 -2.37 2.64  -0.137
O1 -0.77 -1.38 1.95  -0.577
C5 -2.39 -3.14 2.16  0.354
C6 -2.93 -2.93 0.77  -0.948
N1 -1.84 -2.90 -0.22  -0.457
C7 -0.97 -4.08 -0.21  -1.472
C8 0.39 -3.81 0.38  1.154
C9 1.08 -4.78 1.09  -0.885
C10 2.35 -4.51 1.56  -0.873
C11 2.91 -3.27 1.29  -1.278
C12 2.16 -2.35 0.59  -0.511
N2 0.93 -2.61 0.14  0.693
C13 -2.98 -4.11 2.96  -0.651
H1 -0.98 -3.91 5.68  0.496
H2 -3.48 -1.99 0.69  0.268
H3 -3.63 -3.73 0.54  0.577
H4 -2.20 -2.76 -1.16  0.343
H5 -0.82 -4.41 -1.24  0.575
H6 -1.44 -4.90 0.34  0.436
H7 0.60 -5.73 1.29  0.544
H8 2.90 -5.25 2.13  0.448
H9 3.90 -3.01 1.65  0.468
H10 2.51 -1.34 0.40  0.491
H11 -3.81 -4.68 2.57  0.463
F1 -1.64 0.40 -8.55  -0.305
C14 -0.86 -0.32 -7.75  0.207
C15 -1.33 -0.89 -6.64  0.077
N3 -0.54 -1.66 -5.82  0.238
C16 -1.06 -2.13 -4.55  -1.551
C17 -0.94 -1.07 -3.46  0.707
O2 -0.98 0.12 -3.80  -0.961
O3 -0.84 -1.52 -2.27  -0.379
C18 0.81 -1.80 -6.05  0.416
O4 1.56 -2.38 -5.28  -0.709
N4 1.25 -1.23 -7.22  -0.058
C19 0.54 -0.46 -8.14  0.300
O5 1.06 0.01 -9.12  -0.597
H12 -2.37 -0.77 -6.34  0.392
H13 -0.51 -3.02 -4.25  0.391
H14 -2.11 -2.39 -4.68  0.364
H15 2.24 -1.37 -7.42  0.237
C20 4.75 0.07 -0.64  -1.009
As1 3.48 -0.15 -2.07  0.623
C21 3.61 -1.97 -2.67  -0.497
C22 4.13 0.95 -3.50  -1.122
S1 1.52 0.45 -1.60  -0.649
H16 5.76 0.11 -1.06  0.527
H17 4.69 -0.77 0.05  0.237
H18 4.53 1.00 -0.11  0.317
H19 4.59 -2.13 -3.12  0.513
H20 2.83 -2.14 -3.40  0.045
H21 3.48 -2.64 -1.82  0.156
H22 5.13 0.64 -3.79  0.442
H23 4.14 1.99 -3.17  0.361
H24 3.44 0.85 -4.34  0.307
O6 -0.23 1.01 0.69  1.768
As2 -0.15 1.88 2.11  0.520
C23 1.67 1.94 2.71  -0.238
C24 2.45 0.80 2.58  0.328
C25 3.77 0.82 3.01  -1.132
C26 4.30 1.98 3.55  -0.632
C27 3.52 3.12 3.68  -0.799
C28 2.20 3.11 3.25  -0.381
C29 -0.63 3.66 1.62  0.278
C30 -1.48 4.43 2.41  -0.564
C31 -1.79 5.73 2.01  -0.754
C32 -1.26 6.24 0.83  -0.663
C33 -0.42 5.46 0.05  -0.508
C34 -0.10 4.17 0.43  -0.426
C35 -1.27 1.34 3.55  0.458
C36 -0.83 1.56 4.85  -0.564
C37 -1.65 1.20 5.92  -0.747
C38 -2.89 0.64 5.67  -0.691
C39 -3.33 0.43 4.37  -0.483
C40 -2.52 0.79 3.30  -0.114
H25 2.01 -0.10 2.18  0.150
H26 4.38 -0.07 2.93  0.528
H27 5.33 2.00 3.89  0.435
H28 3.94 4.03 4.10  0.431
H29 1.59 4.00 3.34  0.503
H30 -1.89 4.03 3.32  0.476
H31 -2.45 6.33 2.62  0.436
H32 -1.50 7.25 0.53  0.411
H33 -0.01 5.87 -0.87  0.500
H34 0.54 3.55 -0.18  0.255
H35 0.15 1.97 5.05  0.403
H36 -1.31 1.36 6.93  0.418
H37 -3.53 0.35 6.50  0.401
H38 -4.29 -0.02 4.18  0.461
H39 -2.85 0.62 2.28  0.062
S2 -3.00 0.29 -0.40  -0.425
C41 -2.81 1.81 -1.17  0.912
N5 -1.92 2.01 -2.17  0.646
C42 -1.76 3.19 -2.81  -0.249
C43 -2.50 4.28 -2.45  -0.932
C44 -3.44 4.13 -1.42  -0.307
C45 -3.60 2.92 -0.80  -0.787
H40 -1.44 1.21 -2.61  -0.111
H41 -1.04 3.17 -3.62  0.473
H42 -2.36 5.22 -2.97  0.497
H43 -4.05 4.97 -1.12  0.455
H44 -4.32 2.78 -0.01  0.462

=====

What is the formula in the third record? C25H49NO2SSi2Tl

=====

Number 5 is which compound? C45H44As2FI2InN5O6S2

=====

total energy of number 1 (C17H16BrClEu)? -119779.566 eV

=====

Among the records above, which one has the highest total energy? C3H8N2O